a | 13
Properties=species:S:1:pos:R:3:mulliken_charge:R:1 method="wB97M-V/def2-TZVPD" multiplicity=1 lumo_energy_ev=-3.8 orbital_gap_ev=10.60 homo_energy_ev=-14.375 total_charge=+1
O -1.32415 -2.45152 0.42525 -0.4415
C -0.10297 -2.35760 0.35306 0.1950
C 0.51221 -1.01178 -0.11001 -0.6016
N -0.51652 0.03538 0.01398 -0.0857
H 0.59661 -3.18174 0.50831 0.3652
H 1.39122 -0.73487 0.51117 0.3728
H 0.89742 -1.08173 -1.11123 0.3539
H -0.18816 0.94669 -0.35600 0.0768
H -1.30931 -0.32981 -0.51256 0.3495
H -0.81916 0.22871 0.96365 0.3557
S -0.09611 3.24412 -0.74804 -0.4173
H -0.26558 3.54736 0.56646 0.2386
H 1.22451 3.14680 -0.50403 0.2386

---

b | 13
Properties=species:S:1:pos:R:3:mulliken_charge:R:1 method="wB97M-V/def2-TZVPD" multiplicity=1 lumo_energy_ev=-3.4 orbital_gap_ev=12.14 homo_energy_ev=-15.494 smiles=CS(C)(#[NH+])O total_charge=+1
C 0.21496 -1.09948 1.04499 -1.0026
S -0.40442 0.05314 -0.14207 1.1931
C 1.04033 1.10449 -0.62671 -1.0296
N -1.70668 0.73482 0.01652 -0.7055
O -0.67776 -0.99898 -1.22870 -0.4597
H 0.84801 -1.71034 0.38228 0.4139
H -0.58537 -1.81564 1.31993 0.3441
H 0.52808 -0.77184 2.03962 0.3963
H 1.37213 1.30301 0.29477 0.4306
H 0.87655 1.94169 -1.23405 0.3719
H 1.96950 0.58428 -0.94465 0.3776
H -1.93254 1.53730 0.63785 0.2922
H -1.54280 -0.86245 -1.55979 0.3776

---

Energy above the most stable structure, in eV: a 0.000; b 2.851

---

a | 15
Properties=species:S:1:pos:R:3:mulliken_charge:R:1 method="wB97M-V/def2-TZVPD" multiplicity=1 lumo_energy_ev=0.6 orbital_gap_ev=9.92 homo_energy_ev=-9.294 smiles="C#C[C@@]1(C(=O)O)C[C@@H]1O"
C -2.74911 -0.59456 -0.56448 -0.3826
C -1.55561 -0.34925 -0.22749 -0.7476
C -0.11829 -0.05979 -0.09081 0.8660
C 0.12679 1.27066 -0.06517 0.6657
O 1.23353 1.96201 -0.35217 -0.7230
O -1.04689 1.93879 0.23988 -0.4463
C 0.55313 -0.96262 0.97541 -0.5084
C 1.20052 -1.02419 -0.32474 -0.1793
O 2.33223 -0.31057 -0.67515 -0.5643
H -3.50185 -1.13611 -1.24015 0.3116
H -0.89389 2.96730 0.18885 0.3819
H 1.28360 -0.53544 1.69909 0.2722
H -0.08295 -1.82131 1.32341 0.2644
H 0.92366 -1.96587 -0.73051 0.4082
H 2.29513 0.62095 -0.15596 0.3815

---

b | 15
Properties=species:S:1:pos:R:3:mulliken_charge:R:1 method="wB97M-V/def2-TZVPD" multiplicity=1 lumo_energy_ev=0.5 orbital_gap_ev=8.83 homo_energy_ev=-8.314 smiles="Cc1occc(=O)c1O"
C -0.56065 1.39588 -1.68716 -1.1540
C -0.42460 0.46366 -0.58679 0.2899
O -1.18737 -0.75171 -0.62104 -0.2994
C -0.88315 -1.84000 0.09411 -0.1681
C -0.06639 -1.74362 1.26501 -0.4223
C 0.81538 -0.59853 1.36103 0.6645
O 1.80630 -0.62231 2.14515 -0.6799
C 0.57795 0.66089 0.42987 0.3837
O 1.43535 1.56932 0.35907 -0.5910
H -1.51308 2.02546 -1.53651 0.2502
H 0.09305 2.21302 -1.76164 0.3995
H -0.76444 0.75823 -2.69727 0.2440
H -1.54911 -2.73856 -0.02524 0.3069
H 0.05234 -2.50017 2.04553 0.3599
H 2.16841 1.70844 1.21589 0.4161

---

Energy above the most stable structure, in eV: a 1.872; b 0.000

---

a | 9
Properties=species:S:1:pos:R:3:mulliken_charge:R:1 method="wB97M-V/def2-TZVPD" multiplicity=1 lumo_energy_ev=0.9 orbital_gap_ev=9.41 homo_energy_ev=-8.557 smiles=NPNO
N -1.22272 1.31261 -0.05815 -0.5598
P -1.11790 -0.38300 -0.30815 0.1178
N 0.63931 -0.75572 -0.04075 -0.3079
O 1.86281 -1.00684 -0.83112 -0.4310
H -0.66485 1.98970 0.64597 0.2790
H -1.37801 1.73181 -0.98803 0.2484
H -1.46422 -0.82875 1.13539 0.0490
H 0.82453 -1.53316 0.71792 0.2507
H 2.52105 -0.52665 -0.27308 0.3538

---

b | 9
Properties=species:S:1:pos:R:3:mulliken_charge:R:1 method="wB97M-V/def2-TZVPD" multiplicity=1 lumo_energy_ev=0.8 orbital_gap_ev=8.76 homo_energy_ev=-7.948
N 0.84802 1.34139 0.14893 -0.4543
N -1.62486 -0.61611 -0.04874 -0.7227
O 1.43138 -1.01410 0.45263 -0.4467
P 0.65635 -0.10746 -0.63379 0.3879
H 0.86683 1.30277 1.15909 0.2754
H 0.31332 2.11474 -0.21490 0.2622
H -1.89166 -1.32614 -0.72755 0.1898
H -2.08753 0.24212 -0.33819 0.1752
H 1.48816 -1.93721 0.20252 0.3332

---

Energy above the most stable structure, in eV: a 2.399; b 0.000